# 1
This record from the OMol25 dataset describes a molecular structure, C29H34BiFO5 in a non-equilibrium geometry. The level of theory is the ωB97M-V functional and the def2-TZVPD basis.

Summary:
- Net charge: -2
- E_LUMO (spin up / spin down): 0.1435 / 0.1436 Ha
- Strongest force on any atom: 2.8 eV/A
- Spin multiplicity: 1

Geometry (Å):
H (2.626, 0.403, -2.369)
C (-3.056, -0.057, 0.186)
H (-0.326, 3.991, -1.057)
H (1.313, 2.962, -3.826)
O (-0.824, -0.945, -2.887)
H (1.606, 3.471, -5.491)
H (3.140, 1.629, 0.005)
Bi (-0.327, 0.231, -1.234)
C (3.223, -0.748, -9.558)
C (-1.773, -1.991, 0.283)
H (-3.053, -1.542, -1.517)
H (-2.370, -1.197, -4.094)
H (1.101, -0.598, -5.275)
H (0.073, 1.139, 2.145)
H (0.016, -1.873, -5.951)
C (2.336, 0.058, -1.374)
C (-1.630, -0.401, -3.939)
C (-0.008, 2.169, 1.792)
H (0.184, 3.001, 3.813)
C (-0.987, -2.834, -9.459)
H (-1.840, -0.422, -6.012)
H (0.759, 1.988, -7.250)
H (-2.204, 0.477, -3.581)
C (-0.895, 1.470, -5.873)
C (-2.426, -0.115, 1.454)
O (2.793, -0.294, -7.027)
C (1.706, -1.233, -1.082)
C (-1.034, -0.068, -5.334)
C (0.013, 4.520, 2.287)
H (-2.565, 0.596, 2.268)
H (-3.792, 0.679, -0.139)
O (1.897, -0.499, -9.094)
C (-1.642, -1.300, 1.518)
H (-1.455, 4.433, -5.144)
H (1.683, 1.749, -5.071)
C (0.188, -0.788, -5.865)
F (0.104, 5.550, 3.200)
H (-0.214, 5.869, 0.622)
H (1.396, -2.281, 0.886)
C (1.817, -0.322, -7.763)
H (2.518, -0.084, 1.974)
H (3.901, 0.053, -9.237)
H (3.142, -0.779, -10.644)
C (2.318, -0.240, 0.915)
H (-0.722, 1.518, -8.067)
O (-0.919, -0.283, -9.343)
H (1.484, -2.009, -1.815)
H (-1.089, -1.653, 2.387)
C (-0.382, -0.865, -8.412)
C (0.077, 3.213, 2.749)
C (-0.092, 1.298, -7.201)
C (1.128, 2.683, -4.880)
C (-0.323, 2.607, -5.139)
H (-0.753, 3.994, -3.587)
C (2.666, 0.655, -0.125)
H (-1.378, -2.979, 0.050)
H (-0.466, -2.536, -10.373)
C (-0.174, 2.468, 0.464)
C (-0.228, 3.760, 0.006)
C (-1.221, 3.576, -4.490)
C (-2.652, -1.222, -0.556)
C (0.383, -0.163, -7.277)
H (-1.947, 1.730, -6.103)
O (-0.379, -2.201, -8.327)
C (1.733, -1.396, 0.353)
H (3.583, -1.709, -9.167)
H (-2.186, 3.131, -4.192)
C (-0.149, 4.832, 0.941)
H (-0.875, -3.901, -9.276)
H (-2.042, -2.553, -9.534)

---

# 2
This record from the OMol25 dataset describes a molecular structure, C29H34CdFN6. The level of theory is the ωB97M-V functional and the def2-TZVPD basis.

Summary:
- Net charge: +1
- Energy relative to the best compared isomer or geometry (same formula, charge and spin): 0.0 kcal per mole
- E_LUMO: -0.0970 Ha
- Strongest force on any atom: 0.1 eV/A
- Spin multiplicity: 1

Geometry (Å):
H (-4.054, -1.191, 2.204)
H (-1.769, -5.001, 2.096)
H (-0.272, -1.513, 4.521)
C (-1.655, 0.335, -1.507)
H (2.108, 2.724, -1.956)
H (1.314, 4.177, -2.598)
C (-1.234, -4.164, 1.667)
H (-0.418, 6.113, 1.338)
N (0.614, 2.579, 0.240)
H (-1.743, 1.158, -2.216)
N (0.019, 0.421, 1.800)
H (1.977, 0.794, -3.232)
C (-2.505, 0.548, -0.300)
H (0.582, -4.129, -1.933)
C (1.169, 3.275, -2.007)
N (0.105, -2.017, 0.564)
H (-0.036, 0.692, 5.627)
C (-1.035, -3.009, 2.405)
N (4.506, -1.176, -1.102)
C (1.970, -0.243, -3.556)
C (5.708, -1.179, -1.929)
H (1.355, -2.559, -1.622)
H (0.187, 2.724, 4.230)
H (3.863, -2.895, -2.735)
H (5.477, -0.841, -2.934)
H (5.522, -1.915, 0.547)
C (-0.119, 5.120, 1.031)
H (-1.904, -0.594, -2.019)
H (2.484, -2.759, -3.831)
C (0.691, 3.597, -0.624)
H (-2.868, -1.539, 0.054)
H (0.969, -0.656, -3.395)
C (0.189, 2.801, 1.485)
C (-0.172, -0.613, 3.933)
H (-2.381, 2.691, -0.350)
Cd (0.327, 0.241, -0.606)
C (-0.354, -1.954, 1.815)
F (-4.456, 1.116, 3.306)
H (-0.307, -2.629, -2.217)
H (4.054, -2.100, -4.310)
C (-3.006, -0.532, 0.433)
H (0.404, 5.692, -0.975)
C (4.754, -1.175, 0.328)
C (-0.086, -3.126, -0.153)
H (-3.574, 3.025, 1.801)
H (-0.572, 4.213, 2.921)
N (2.993, -0.990, -2.849)
C (0.101, 1.616, 2.387)
H (3.018, 0.424, -0.022)
H (5.111, -0.203, 0.690)
C (0.422, -3.117, -1.564)
C (0.085, 1.753, 3.769)
C (3.328, -0.666, -1.574)
C (-2.736, 1.830, 0.207)
H (0.435, 2.643, -2.514)
N (2.540, 0.084, -0.847)
C (-0.193, 4.062, 1.921)
C (-3.833, 0.931, 2.120)
C (-0.039, 0.618, 4.548)
H (6.446, -0.494, -1.503)
H (-1.431, -2.923, 3.406)
H (-0.889, -5.113, -0.231)
C (-0.750, -4.228, 0.374)
C (0.333, 4.889, -0.255)
C (-3.394, 2.031, 1.412)
C (-0.152, -0.671, 2.545)
H (6.151, -2.175, -1.980)
C (3.379, -2.252, -3.465)
C (-3.665, -0.352, 1.640)
H (3.849, -1.451, 0.867)
H (2.189, -0.278, -4.623)

---

# 3
This record from the OMol25 dataset describes a molecular structure, C29H34CrF6N9O7S2. The level of theory is the ωB97M-V functional and the def2-TZVPD basis.

Summary:
- Net charge: +1
- Energy relative to the best compared isomer or geometry (same formula, charge and spin): 13.9 kcal per mole
- E_LUMO (spin up / spin down): -0.0817 / -0.0901 Ha
- Strongest force on any atom: 0.5 eV/A
- Spin multiplicity: 5

Geometry (Å):
C (3.469, 2.377, 0.466)
C (-6.269, 1.050, -3.091)
H (2.732, -6.327, -4.621)
C (3.740, -4.866, -3.375)
H (-2.706, 0.283, -4.404)
C (0.322, 6.144, 1.781)
S (-3.125, -0.096, 3.014)
C (-1.019, 5.433, 1.870)
C (-1.120, 5.544, -0.595)
N (3.698, 3.194, -0.575)
F (-2.337, -1.947, 4.736)
H (2.346, -1.184, 3.190)
H (3.636, -5.635, -0.811)
F (-1.069, -1.789, 2.984)
F (0.651, 2.182, 5.602)
F (-0.373, 0.299, 5.912)
H (-1.232, 4.922, -1.482)
C (2.238, 0.639, 1.341)
H (1.384, -1.353, -1.133)
C (4.229, 2.503, 1.664)
H (1.036, 5.500, -0.640)
C (3.211, -5.352, -4.714)
O (0.380, 6.983, 0.640)
H (-1.831, 6.153, 1.979)
S (-1.239, 1.719, 3.874)
C (2.640, -5.617, -1.263)
C (-6.035, 0.905, -4.452)
H (-6.856, 1.006, -5.148)
H (-5.388, 1.028, -1.127)
H (4.028, -5.443, -5.430)
H (2.488, -4.644, -5.116)
C (-0.245, -4.293, -1.358)
H (4.449, -5.581, -2.955)
C (2.658, -0.230, 3.602)
H (-2.234, -2.353, 0.564)
N (2.986, 0.678, 2.501)
C (2.241, -7.027, -1.671)
H (3.548, -0.360, 4.213)
N (2.678, -4.684, -2.382)
H (-4.592, 0.513, -5.991)
H (3.221, 3.008, -1.441)
C (1.931, -3.565, -2.493)
F (-3.016, -2.717, 2.827)
H (4.259, -3.914, -3.498)
C (3.947, 1.621, 2.649)
H (0.476, 6.780, 2.652)
N (-1.262, 4.707, 0.607)
H (5.001, 3.246, 1.781)
N (-0.534, 2.359, 0.547)
H (-2.150, -4.642, -0.405)
H (4.470, 1.615, 3.595)
H (-7.266, 1.256, -2.729)
H (2.239, -7.683, -0.800)
O (2.143, -2.701, -3.335)
O (1.314, -0.209, 1.268)
N (2.515, 1.470, 0.328)
C (-3.946, 0.655, -2.683)
H (-1.063, 4.723, 2.696)
C (-4.760, 0.630, -4.930)
N (-0.425, -1.778, -0.237)
C (-2.878, 0.532, -1.746)
O (-0.264, 1.044, 3.046)
C (0.230, 6.246, -0.557)
O (-1.422, 3.124, 3.662)
H (1.247, -7.049, -2.119)
C (0.625, -2.110, -0.987)
H (1.967, -5.229, -0.501)
C (-2.334, -1.732, 3.429)
C (-5.225, 0.926, -2.191)
F (-1.335, 2.159, 6.471)
N (-2.581, 0.924, 4.068)
O (-2.667, 0.178, 1.662)
H (1.135, 5.403, 1.740)
H (0.321, 6.951, -1.382)
C (-1.397, -2.675, -0.041)
O (-4.513, -0.331, 3.210)
H (1.845, 0.183, 4.190)
C (-0.547, 1.578, 5.582)
H (-0.182, -5.274, -1.810)
H (2.940, -7.441, -2.397)
Cr (-0.515, 0.249, 0.444)
C (-1.343, -3.946, -0.585)
H (-1.931, 6.275, -0.573)
C (-0.884, 3.459, 0.537)
H (4.477, 3.826, -0.577)
N (-2.042, 0.453, -0.965)
C (-3.703, 0.502, -4.048)
C (0.764, -3.361, -1.564)